No. 1
This record from the Open Molecules 2025 dataset describes a structure of composition C28H39N6OSTc at a distorted geometry. The level of theory is the ωB97M-V functional and the def2-TZVPD basis.

ORCA input file:
```
! RIJCOSX wB97M-V def2-TZVPD def2/J DEFGRID3
* xyz 3 4
Tc 0.20807 0.53858 0.28581
C 1.92528 -0.74627 2.68954
C 0.45697 -1.08149 2.95627
N -0.21084 -1.48970 1.69356
C 0.26899 -2.82755 1.20667
C 0.63932 -2.81822 -0.26277
N 1.52821 -1.67793 -0.55370
C 2.90908 -1.78910 -0.06447
C 3.28832 -0.48035 0.58966
N 2.13723 0.02313 1.41478
H 2.52366 -1.65169 2.63428
H 2.30219 -0.17241 3.52774
H -0.07512 -0.22641 3.36945
H 0.42838 -1.87106 3.70205
H -1.21708 -1.51315 1.82490
H -0.48874 -3.58650 1.38458
H 1.13670 -3.11490 1.79925
H -0.26207 -2.70239 -0.85879
H 1.08811 -3.77731 -0.53682
H 1.54050 -1.50301 -1.53957
H 3.60598 -2.00497 -0.87182
H 2.98666 -2.61357 0.64324
H 3.50740 0.27363 -0.16947
H 4.17796 -0.59535 1.20787
H 2.41066 0.94265 1.68097
N -0.96364 3.27313 3.30105
C 0.29624 3.24603 3.91717
C 0.73477 3.88478 5.07132
C 2.07350 3.78425 5.35510
C 2.93513 3.07989 4.49556
C 2.47811 2.43899 3.36650
C 1.10521 2.49576 3.07847
N 0.28952 2.02274 1.99261
C -0.90276 2.58069 2.17802
C -1.87917 2.57377 1.09422
C -3.02657 3.25389 0.92395
S -3.55694 3.08970 -0.68672
C -2.24778 2.10894 -1.05868
N -1.43932 1.90958 -0.04161
H -1.76673 3.78661 3.64055
H 0.05414 4.45236 5.70304
H 2.47894 4.28128 6.23082
H 3.99697 3.05666 4.71387
H 3.22598 1.97651 2.73083
H -3.57992 3.85115 1.64564
H -2.09150 1.69614 -2.05277
C 1.58134 1.28184 -2.77277
C 1.21330 0.19279 -3.79361
C 2.34536 -0.84619 -3.91005
C -0.14433 -0.52166 -3.66684
C -0.63928 -1.11818 -4.77903
C -1.87052 -1.81840 -4.76519
C -2.67805 -1.89371 -3.60098
C -2.27788 -1.31576 -2.44440
C -3.19878 -1.30083 -1.22473
C -3.51164 -2.72563 -0.72475
C -4.51730 -0.56991 -1.54365
C -0.95297 -0.67260 -2.45704
O -0.49422 -0.19348 -1.37034
H 2.41388 1.86374 -3.16147
H 1.90878 0.86548 -1.81166
H 0.75734 1.98286 -2.59243
H 1.15610 0.69627 -4.75786
H 2.34815 -1.56657 -3.07983
H 3.31632 -0.34448 -3.93179
H 2.25005 -1.43152 -4.82578
H -0.07550 -1.04480 -5.70553
H -2.22258 -2.28356 -5.68175
H -3.63860 -2.40097 -3.64671
H -2.69915 -0.76141 -0.43334
H -4.08716 -3.28409 -1.47208
H -4.12245 -2.68272 0.18681
H -2.60699 -3.30557 -0.51132
H -5.12902 -1.16092 -2.23070
H -4.35088 0.40402 -2.01343
H -5.10332 -0.42159 -0.62992
*
```

LUMO level (alpha / beta) (eV): -10.14 / -10.98
HOMO-LUMO gap (alpha / beta) (eV): 6.777 / 5.964

No. 2
This record from the Open Molecules 2025 dataset describes a structure of composition C28H40BiN5S at a distorted geometry. The level of theory is the ωB97M-V functional and the def2-TZVPD basis.

ORCA input file:
```
! RIJCOSX wB97M-V def2-TZVPD def2/J DEFGRID3
* xyz 2 1
Bi -0.55735 -0.22706 0.38597
C 4.17469 0.63923 0.88811
C 2.97399 1.38762 0.34835
C 2.85864 1.63301 -1.06342
C 3.94514 1.21542 -2.05085
C 1.68996 2.27971 -1.57357
C 1.58709 2.51935 -3.06640
C 0.69592 2.76914 -0.67526
C -0.41527 3.68050 -1.13547
C 0.81661 2.52522 0.71793
C -0.24232 3.04953 1.66706
C 1.98865 1.88202 1.23583
C 2.22855 1.80215 2.72423
H 5.02218 1.30258 1.15894
H 4.54397 -0.10872 0.16537
H 3.89560 0.08910 1.80512
H 3.68375 0.33757 -2.67562
H 4.88159 0.96550 -1.53143
H 4.16458 2.04771 -2.74117
H 2.12689 3.42085 -3.41885
H 0.54081 2.61278 -3.37926
H 2.00955 1.66646 -3.61393
H -1.41859 3.24061 -0.99985
H -0.31696 3.96319 -2.19220
H -0.39877 4.61632 -0.53712
H -0.01277 4.08057 2.01538
H -0.31002 2.41828 2.56474
H -1.23578 3.05488 1.19748
H 1.80155 2.67248 3.24121
H 3.30723 1.81037 2.91303
H 1.81974 0.89198 3.19401
C 2.04105 -2.20386 -0.30417
C 1.48838 -2.57503 1.07184
N -0.00574 -2.63514 1.12412
C -0.62585 -3.78100 0.33284
C -1.68856 -3.27130 -0.62759
N -1.25304 -2.06022 -1.39766
C -0.17065 -2.34727 -2.40234
C 0.91140 -1.30884 -2.37065
N 1.35771 -1.04456 -0.96526
H 1.96987 -3.08161 -0.97633
H 3.11201 -1.96865 -0.17291
H 1.83201 -1.84250 1.82134
H 1.90653 -3.56139 1.35084
H -0.22780 -2.79195 2.09732
H -1.10214 -4.47770 1.03954
H 0.14185 -4.35566 -0.21334
H -2.61625 -3.03519 -0.08222
H -1.92504 -4.07402 -1.35319
H -2.06465 -1.73800 -1.92004
H -0.61442 -2.35354 -3.40980
H 0.25954 -3.34847 -2.22440
H 0.55526 -0.36467 -2.81965
H 1.78648 -1.67411 -2.95631
H 2.08305 -0.31633 -1.07187
S -4.66527 0.76260 -1.74006
C -3.41428 1.35044 -2.81073
C -2.16367 1.15327 -2.32997
C -2.13238 0.57109 -1.00540
C -3.41593 0.26120 -0.60608
C -3.73074 -0.42105 0.64126
C -5.04042 -0.68042 1.10114
C -5.21145 -1.27392 2.34520
C -4.07328 -1.60853 3.13174
C -2.81176 -1.33801 2.63270
N -2.64937 -0.77334 1.41282
H -3.67031 1.78219 -3.76480
H -1.27139 1.39662 -2.90011
H -5.87090 -0.41730 0.45336
H -6.20648 -1.51511 2.71873
H -4.15509 -2.09010 4.10665
H -1.91910 -1.58895 3.20926
N -0.21195 0.17264 4.80117
C -0.03432 -0.26791 3.72883
H -0.35175 0.49722 5.73581
*
```

LUMO level (eV): -6.08
HOMO-LUMO gap (eV): 7.478

No. 3
This record from the Open Molecules 2025 dataset describes a structure of composition C28H40BiO4SSbSi2. The level of theory is the ωB97M-V functional and the def2-TZVPD basis.

ORCA input file:
```
! RIJCOSX wB97M-V def2-TZVPD def2/J DEFGRID3
* xyz 0 1
Bi 2.07553 -0.37580 0.02737
O 3.82308 -0.03720 3.16390
S 3.25027 -1.17685 2.49882
O 3.30918 -2.44712 3.14833
O 3.80629 -1.26322 1.04355
O 1.76154 -0.83805 2.11451
C 0.54686 2.55407 2.16128
Si 1.45707 2.94415 0.57883
C 2.06718 4.69699 0.72005
C 0.31625 2.84897 -0.90851
C 2.83903 1.69413 0.37474
Si 4.19280 1.91362 -0.92469
C 5.79702 1.32513 -0.21159
C 3.76213 0.85401 -2.42456
C 4.37776 3.64968 -1.56609
H -0.52469 2.72524 2.05423
H 0.90790 3.20033 2.96530
H 0.70229 1.51990 2.48108
H 1.21562 5.34744 0.94225
H 2.53204 5.05771 -0.19496
H 2.78622 4.80275 1.53674
H -0.68599 3.20208 -0.64960
H 0.20176 1.83769 -1.31902
H 0.68760 3.48073 -1.72086
H 3.31959 1.56607 1.35743
H 5.67027 0.35043 0.26540
H 6.15698 2.01905 0.55226
H 6.56435 1.24095 -0.98528
H 3.91710 -0.22017 -2.26121
H 4.41304 1.12876 -3.25836
H 2.72785 1.00269 -2.75800
H 4.60704 4.36326 -0.77365
H 3.47669 3.98865 -2.08424
H 5.20303 3.66960 -2.28376
C -2.59413 0.67575 3.04310
C -3.50949 -0.17781 2.20594
C -4.85927 -0.26925 2.55168
C -5.74640 -1.03055 1.80925
C -5.29625 -1.73663 0.70175
C -3.96066 -1.65831 0.34203
C -3.07316 -0.87549 1.07889
Sb -1.05237 -0.86531 0.39885
C -0.87079 -2.97353 0.72029
C -0.47148 -3.17473 2.04575
C -0.39266 -4.44440 2.59193
C -0.71470 -5.53647 1.80235
C -1.10522 -5.34128 0.48792
C -1.18989 -4.07042 -0.08386
C -1.61378 -3.97976 -1.52904
C -1.34197 -0.53095 -1.69934
C -0.46917 -1.18196 -2.57472
C -0.44780 -0.90069 -3.93145
C -1.31626 0.05620 -4.43564
C -2.16801 0.72729 -3.57362
C -2.18408 0.47219 -2.20164
C -3.08782 1.32677 -1.34451
H -2.99343 0.80037 4.04913
H -2.48825 1.67135 2.60938
H -1.59353 0.25171 3.13255
H -5.21319 0.26670 3.42502
H -6.78811 -1.07938 2.09953
H -5.97644 -2.35077 0.12562
H -3.61165 -2.21582 -0.52005
H -0.18175 -2.32919 2.66152
H -0.07395 -4.57369 3.61732
H -0.65560 -6.53939 2.20502
H -1.36312 -6.19874 -0.12373
H -2.24424 -4.83043 -1.78701
H -0.74789 -4.00580 -2.19458
H -2.16563 -3.06771 -1.75469
H 0.19156 -1.95867 -2.20061
H 0.23671 -1.42651 -4.58451
H -1.31886 0.29167 -5.49220
H -2.82756 1.49367 -3.96539
H -3.23663 2.29776 -1.81641
H -2.67770 1.50320 -0.34902
H -4.06604 0.86331 -1.20445
*
```

LUMO level (eV): -0.67
HOMO-LUMO gap (eV): 8.063

No. 4
This record from the Open Molecules 2025 dataset describes a structure of composition C28H40Br4MnNO10PSi2. The level of theory is the ωB97M-V functional and the def2-TZVPD basis.

ORCA input file:
```
! RIJCOSX wB97M-V def2-TZVPD def2/J DEFGRID3
* xyz -2 4
Mn -0.61640 0.09965 0.75913
Br -0.64273 4.37854 6.12872
C -0.14548 3.06757 4.85779
C 1.07403 2.41334 4.95220
Br 2.27103 2.79032 6.36961
C 1.42983 1.45841 3.98410
Br 3.05712 0.49806 4.02929
C 0.58045 1.17961 2.93109
O 0.84113 0.33693 1.94912
C -0.68220 1.81013 2.86018
O -1.44916 1.42162 1.86185
C -1.02708 2.75851 3.80750
Br -2.71454 3.57844 3.60388
O -0.85789 5.84598 -3.49380
C -1.46087 4.76751 -3.66716
O -2.33764 4.46110 -4.49703
C -1.18171 3.69259 -2.59002
C -0.35903 3.96770 -1.50324
C -0.11071 2.98341 -0.56435
N -0.63843 1.76632 -0.66137
C -1.46758 1.50728 -1.67376
C -1.75495 2.42768 -2.66136
C -2.16277 0.17179 -1.55352
O -2.75947 -0.34394 -2.47284
O -2.10335 -0.33368 -0.33729
H 0.07560 4.95472 -1.42090
H 0.54119 3.15292 0.28509
H -2.42622 2.18131 -3.47187
C 3.28182 2.24802 -2.09304
C 3.46433 1.42909 -0.82299
C 3.64381 2.32974 0.38867
C 4.65383 0.48285 -0.94745
O 2.23577 0.71893 -0.54513
P 1.70763 -0.62435 -1.18780
O 2.70897 -1.70052 -1.30883
O 0.44832 -0.98341 -0.35995
O 1.18339 -0.09532 -2.60093
C 0.96112 -0.92499 -3.77182
C 0.10193 -0.06702 -4.68581
C 0.22741 -2.20664 -3.39848
C 2.31129 -1.22641 -4.40979
H 4.21475 2.76574 -2.32943
H 2.48845 2.98730 -1.97136
H 3.01488 1.60259 -2.92934
H 4.54084 2.94188 0.26924
H 3.73656 1.72858 1.29458
H 2.78471 2.99070 0.50257
H 5.57013 1.07728 -0.91579
H 4.62522 -0.08168 -1.87888
H 4.66006 -0.23513 -0.12749
H -0.88528 0.08771 -4.25048
H -0.01548 -0.56308 -5.65283
H 0.57043 0.90574 -4.84358
H -0.72919 -1.97451 -2.92971
H 0.82321 -2.81406 -2.71555
H 0.03813 -2.78545 -4.30553
H 2.76272 -0.30614 -4.78814
H 2.17798 -1.91712 -5.24585
H 2.97857 -1.67979 -3.67618
C -0.69748 -3.68458 -0.04928
Si -0.33388 -2.95103 1.63620
C -0.89827 -4.25406 2.89610
C 1.49743 -2.83260 1.97371
C -1.29487 -1.37789 2.02223
Si -3.16559 -1.53943 2.05526
C -4.10780 0.06894 2.00416
C -3.59032 -2.27488 3.74799
C -3.88771 -2.71392 0.79222
H 0.24185 -3.87623 -0.57369
H -1.27846 -2.99555 -0.66394
H -1.24792 -4.62494 0.04354
H -0.24606 -5.12926 2.80511
H -1.92528 -4.58306 2.71963
H -0.83288 -3.88741 3.92473
H 1.93084 -3.83386 1.87605
H 1.67339 -2.47725 2.99322
H 2.02161 -2.16873 1.28919
H -0.98125 -1.03256 3.01376
H -3.85262 0.69585 2.86126
H -5.18119 -0.14882 2.04058
H -3.89367 0.64471 1.10577
H -3.02173 -1.79948 4.55272
H -3.40142 -3.34836 3.79636
H -4.65431 -2.10828 3.94598
H -3.89545 -2.26568 -0.20311
H -4.91359 -2.95898 1.08587
H -3.32181 -3.64697 0.73446
*
```

LUMO level (alpha / beta) (eV): 3.57 / 3.57
HOMO-LUMO gap (alpha / beta) (eV): 6.976 / 7.099

No. 5
This record from the Open Molecules 2025 dataset describes a structure of composition C28H40Cl3N2OPtSbSi3 at a distorted geometry. The level of theory is the ωB97M-V functional and the def2-TZVPD basis.

ORCA input file:
```
! RIJCOSX wB97M-V def2-TZVPD def2/J DEFGRID3
* xyz 0 1
Pt -1.27467 -1.10510 -1.46625
C 3.16823 0.94731 -0.27796
Sb 1.01043 0.90570 -0.58766
C 0.73053 -1.00050 -1.73693
C 1.58316 -2.11404 -1.26696
C 1.01683 -3.37026 -0.98845
C 1.83000 -4.43581 -0.66444
C 3.20663 -4.25122 -0.64940
C 3.68584 -2.98865 -0.95119
N 2.90966 -1.94717 -1.23695
Si 0.88783 -0.77763 -3.62061
C -0.30539 0.48057 -4.35928
C 0.47250 -2.49641 -4.31380
C 2.66331 -0.33912 -4.09786
C 0.26837 0.55767 1.55807
C -0.88034 -0.39322 1.63903
C -1.80639 -0.29266 2.69323
C -2.79262 -1.23668 2.87369
C -2.84683 -2.32997 2.01565
C -1.91016 -2.39390 1.01257
N -0.97276 -1.44762 0.79925
Si -0.20687 2.35315 2.09422
C -0.21774 2.67785 3.96834
C 1.02926 3.61985 1.42921
C -1.92082 2.72961 1.42046
Si 1.58289 -0.19433 2.73215
C 0.79463 -0.64918 4.39821
C 2.97041 1.02287 3.14227
C 2.26977 -1.83493 2.12162
H 3.61924 0.73101 -1.24356
H 3.52013 0.21651 0.44397
H 3.44686 1.95488 0.03412
H -0.06014 -3.47966 -1.05083
H 1.40105 -5.40577 -0.44433
H 3.87947 -5.06494 -0.41799
H 4.75369 -2.79123 -0.96734
H -1.33825 0.12625 -4.31421
H -0.05515 0.65271 -5.40831
H -0.26084 1.43372 -3.82995
H -0.46930 -2.86333 -3.89389
H 1.25352 -3.21341 -4.05183
H 0.37629 -2.48373 -5.40105
H 2.88634 0.70772 -3.87997
H 2.83398 -0.50937 -5.16293
H 3.36229 -0.95702 -3.53451
H -1.71619 0.52181 3.39583
H -3.49430 -1.14342 3.69249
H -3.58497 -3.11085 2.12808
H -1.88417 -3.24561 0.34321
H 0.69461 2.32642 4.45138
H -1.06675 2.22899 4.48789
H -0.27951 3.75637 4.12773
H 2.05596 3.37998 1.71633
H 0.79358 4.60427 1.83833
H 0.98800 3.69451 0.34215
H -2.69948 2.11546 1.87453
H -1.91949 2.52483 0.35300
H -2.19471 3.77691 1.56165
H 0.32220 0.19875 4.89726
H 1.56720 -1.03730 5.06602
H 0.04190 -1.43046 4.27755
H 2.60761 1.83822 3.77040
H 3.43711 1.46726 2.26506
H 3.74999 0.50082 3.70183
H 1.45748 -2.53484 1.91426
H 2.90706 -2.27804 2.89030
H 2.85936 -1.73587 1.21422
Cl -7.17407 3.12869 -2.35923
C -5.54893 2.53785 -2.21583
C -5.32893 1.19607 -1.97545
C -4.02709 0.75264 -1.84773
Cl -3.72971 -0.92758 -1.52077
C -2.89248 1.58271 -1.94437
O -1.67955 1.17524 -1.78002
C -3.19507 2.94643 -2.20120
Cl -1.85333 4.03409 -2.30440
C -4.48265 3.42002 -2.32663
H -6.16361 0.51381 -1.88965
H -4.66194 4.47128 -2.50179
*
```

LUMO level (alpha / beta) (eV): -1.34 / -1.32
HOMO-LUMO gap (alpha / beta) (eV): 6.180 / 6.202

No. 6
This record from the Open Molecules 2025 dataset describes a structure of composition C28H40F5KN6O3Te at a distorted geometry. The level of theory is the ωB97M-V functional and the def2-TZVPD basis.

ORCA input file:
```
! RIJCOSX wB97M-V def2-TZVPD def2/J DEFGRID3
* xyz 0 1
K -1.57419 -0.13039 -0.17172
C 1.98748 4.87764 -5.22641
C 1.43059 4.10260 -4.06261
C 1.40481 4.58962 -2.80323
C 0.89983 3.83289 -1.68620
C 0.92957 4.51699 -0.47732
N 0.73445 4.19304 0.79649
C 0.78602 2.89114 1.46409
C 2.18382 2.28881 1.37775
C 2.30771 1.06762 2.27838
N 3.59285 0.41132 2.05825
C 3.89101 -0.86411 1.84568
C 3.15554 -1.99799 1.52313
C 3.89516 -3.23336 1.64380
C 3.33917 -4.44792 1.44950
C 4.10113 -5.73628 1.60556
C 1.95233 -4.48082 1.09062
C 1.21820 -3.36397 0.87107
C -0.21937 -3.46660 0.49437
N -0.72528 -3.14590 -0.61985
C 0.16091 -2.67004 -1.67919
C -0.43230 -2.72055 -3.08735
C -1.11834 -1.42788 -3.57952
N -0.56750 -0.23077 -2.95203
C -0.20882 0.71496 -3.70394
C 0.35819 2.01855 -3.28189
C 0.88270 2.79771 -4.26333
C 0.31346 2.51155 -1.90323
O -0.26905 1.90453 -0.99317
C 1.78379 -2.03222 1.03970
O 1.12423 -1.01660 0.74589
H 2.30316 5.87311 -4.91658
H 1.24592 4.98798 -6.02004
H 2.85343 4.37035 -5.65770
H 1.79503 5.58530 -2.61228
H 1.17063 5.57212 -0.57858
H 0.83633 4.97320 1.42414
H 0.07010 2.22021 1.00147
H 0.50406 3.06452 2.50379
H 2.92716 3.04281 1.66073
H 2.38031 1.99716 0.34335
H 1.52018 0.35667 2.06414
H 2.24460 1.35970 3.33053
H 4.39158 1.00220 2.22654
H 4.95634 -1.04541 1.96610
H 4.93991 -3.17253 1.93594
H 5.14455 -5.54696 1.85452
H 4.07259 -6.32108 0.68383
H 3.66918 -6.35390 2.39558
H 1.47152 -5.44774 0.96806
H -0.89129 -3.84565 1.26058
H 1.09445 -3.24255 -1.66743
H 0.42931 -1.63600 -1.45075
H -1.14451 -3.54479 -3.15484
H 0.38782 -2.94981 -3.77141
H -2.17583 -1.46387 -3.32998
H -1.04305 -1.37261 -4.67419
H -0.27966 0.60099 -4.79720
H 0.86587 2.40691 -5.27851
N -1.09050 -0.23196 3.39969
C -2.28361 0.28405 4.07511
C -3.47020 0.64829 3.17632
C -3.18096 1.82664 2.25320
C -4.24906 2.07248 1.19175
N -4.15532 1.07410 0.11972
H -0.69868 0.46051 2.77261
H -1.33760 -1.04139 2.83612
H -1.98483 1.15976 4.66090
H -2.60511 -0.47512 4.78930
H -4.33168 0.88858 3.80775
H -3.73243 -0.23596 2.58993
H -2.22845 1.64576 1.74128
H -3.05412 2.73585 2.85101
H -4.09176 3.05427 0.74135
H -5.23061 2.09760 1.68208
H -4.81846 1.28146 -0.61622
H -4.40524 0.14835 0.45345
F -4.12370 -3.88092 -1.42458
Te -3.58698 -2.93113 0.07055
F -5.08607 -1.82949 -0.22754
F -4.86261 -3.71794 1.18654
F -2.76509 -4.58959 0.42084
F -2.92975 -1.71931 -1.32194
O -2.75503 -1.94877 1.26771
*
```

LUMO level (eV): -0.67
HOMO-LUMO gap (eV): 7.229